DFT (ωB97M-V with the def2-TZVPD basis set) results for a cluster of 19 separate species, C87H205N7O31 in total.

```
330
Properties=species:S:1:pos:R:3
C 12.121 12.718 22.169
C 12.183 11.439 22.984
O 12.748 11.578 24.293
O 13.355 13.145 21.639
H 11.644 13.470 22.743
H 11.430 12.440 21.315
H 12.814 10.706 22.549
H 11.091 11.191 23.107
H 12.125 11.996 24.901
H 13.867 13.605 22.372
C 22.215 16.524 18.810
C 23.567 16.934 18.393
O 23.519 17.991 17.390
O 22.289 15.639 19.858
H 21.620 15.915 18.123
H 21.632 17.427 18.957
H 24.137 16.098 17.944
H 24.062 17.293 19.297
H 23.145 18.786 17.799
H 22.753 15.970 20.658
C 21.204 10.638 25.708
C 21.866 9.352 25.687
O 21.092 8.555 24.740
O 21.902 11.573 26.598
H 20.142 10.509 25.932
H 21.207 11.076 24.686
H 21.827 8.814 26.705
H 22.870 9.478 25.307
H 21.593 7.765 24.605
H 21.602 11.503 27.514
C 21.806 19.119 21.896
C 23.241 18.641 21.736
O 23.312 17.210 21.865
O 21.409 19.165 23.259
H 21.164 18.402 21.416
H 21.581 20.112 21.436
H 23.872 19.062 22.537
H 23.698 18.926 20.788
H 23.313 17.006 22.846
H 20.853 20.008 23.336
C 18.059 11.877 27.418
C 18.953 12.284 28.555
O 19.977 11.278 28.674
O 17.697 10.489 27.621
H 18.670 11.902 26.489
H 17.177 12.523 27.261
H 18.457 12.533 29.507
H 19.431 13.252 28.384
H 19.525 10.399 28.762
H 17.667 10.072 26.704
C 16.199 12.327 19.516
C 16.118 11.473 20.804
O 14.841 10.867 20.931
O 15.421 13.529 19.616
H 15.912 11.775 18.654
H 17.217 12.712 19.397
H 16.387 12.211 21.589
H 16.918 10.683 20.634
H 14.270 11.618 21.125
H 14.713 13.340 18.927
C 23.642 14.957 24.122
C 22.514 13.960 24.247
O 21.862 14.076 25.492
O 23.319 16.349 24.379
H 23.995 14.958 23.112
H 24.449 14.659 24.754
H 22.716 12.874 24.148
H 21.731 14.068 23.479
H 21.937 13.251 25.979
H 23.053 16.480 25.293
C 12.427 11.203 17.574
C 12.443 12.664 17.159
O 13.806 13.186 17.356
O 13.103 10.300 16.729
H 11.370 10.862 17.523
H 12.713 11.117 18.658
H 11.717 13.220 17.802
H 12.045 12.900 16.122
H 14.172 13.273 16.480
H 14.081 10.374 16.811
C 12.769 14.409 26.144
C 13.131 13.833 27.495
O 12.199 14.165 28.440
O 11.520 13.891 25.786
H 13.597 14.097 25.487
H 12.756 15.501 26.176
H 14.112 14.148 27.779
H 13.193 12.768 27.403
H 12.618 14.666 29.175
H 10.866 14.372 26.243
C 19.253 22.598 22.159
C 19.013 24.013 22.746
O 18.879 23.993 24.147
O 20.254 21.950 22.949
H 19.568 22.638 21.098
H 18.358 22.005 22.247
H 18.224 24.490 22.158
H 19.900 24.604 22.651
H 18.015 23.592 24.339
H 20.366 22.526 23.742
C 20.692 17.860 26.173
C 21.072 19.006 27.168
O 20.827 18.631 28.469
O 21.576 16.712 26.407
H 20.783 18.241 25.177
H 19.623 17.544 26.173
H 20.421 19.862 26.952
H 22.041 19.449 26.992
H 21.459 17.943 28.689
H 21.052 15.914 26.245
C 16.317 10.093 23.692
C 17.300 9.004 24.139
O 18.218 9.465 25.179
O 15.524 10.450 24.859
H 15.607 9.731 22.946
H 16.912 10.867 23.248
H 17.886 8.634 23.222
H 16.736 8.037 24.454
H 19.053 8.993 25.021
H 15.015 11.211 24.544
C 24.517 11.510 19.542
C 23.045 11.632 19.152
C 22.611 10.356 18.459
C 21.188 10.342 18.000
C 20.323 10.432 19.318
C 20.715 11.600 20.223
N 22.183 11.690 20.324
O 22.544 12.797 21.083
C 20.090 12.868 19.591
C 20.118 11.419 21.668
C 22.972 12.899 18.329
H 24.899 12.361 20.163
H 25.169 11.463 18.693
H 24.741 10.560 20.120
H 23.322 10.224 17.592
H 22.952 9.512 19.069
H 21.075 9.423 17.487
H 20.968 11.227 17.338
H 20.484 9.482 19.857
H 19.218 10.527 19.085
H 19.899 12.910 18.515
H 19.114 13.072 20.011
H 20.647 13.748 19.915
H 20.674 10.699 22.249
H 20.009 12.305 22.272
H 19.115 10.989 21.517
H 22.005 13.242 17.958
H 23.696 12.803 17.516
H 23.302 13.673 18.955
H 22.293 13.609 20.552
C 19.553 19.982 19.382
C 18.411 20.753 18.662
C 18.881 22.173 18.221
C 19.898 22.204 17.097
C 19.516 21.331 15.873
C 18.854 19.940 16.213
N 17.957 20.132 17.364
O 17.502 18.809 17.617
C 17.941 19.551 15.066
C 19.937 18.882 16.376
C 17.100 20.917 19.561
H 20.493 20.251 18.926
H 19.279 18.936 19.306
H 19.568 20.240 20.438
H 17.926 22.602 17.847
H 19.171 22.708 19.133
H 20.861 21.815 17.421
H 20.034 23.243 16.767
H 20.280 21.392 15.187
H 18.726 21.928 15.380
H 18.506 19.647 14.176
H 17.552 18.536 15.106
H 17.198 20.267 14.902
H 20.105 18.562 15.370
H 20.800 19.341 16.828
H 19.645 18.137 17.123
H 16.337 21.114 18.800
H 17.240 21.807 20.234
H 16.940 20.005 20.121
H 16.591 18.891 17.798
C 16.476 14.933 28.527
C 16.750 16.046 29.524
C 18.070 16.777 29.410
C 18.099 17.981 30.409
C 17.028 19.016 29.986
C 15.641 18.300 30.023
N 15.636 17.064 29.311
O 14.350 16.447 29.609
C 15.128 18.105 31.476
C 14.669 19.250 29.304
C 16.685 15.398 30.999
H 17.321 14.276 28.388
H 16.174 15.439 27.621
H 15.675 14.252 28.909
H 18.954 16.196 29.674
H 18.173 17.163 28.387
H 19.098 18.453 30.260
H 18.144 17.585 31.410
H 17.392 19.424 28.993
H 16.929 19.867 30.647
H 14.409 17.266 31.511
H 15.918 17.975 32.199
H 14.599 19.031 31.644
H 14.445 20.126 29.898
H 15.126 19.485 28.396
H 13.756 18.783 28.964
H 16.935 16.164 31.738
H 17.149 14.450 31.212
H 15.686 15.108 31.141
H 13.992 16.175 28.751
C 9.797 17.110 19.750
C 11.307 16.919 19.920
C 11.824 16.133 18.670
C 13.341 16.148 18.721
C 13.852 17.573 18.791
C 13.324 18.424 19.882
N 11.839 18.282 19.868
O 11.286 19.047 20.965
C 13.972 18.108 21.237
C 13.620 19.891 19.450
C 11.503 16.156 21.265
H 9.599 18.016 19.148
H 9.316 17.351 20.639
H 9.382 16.247 19.277
H 11.468 15.166 18.700
H 11.395 16.634 17.786
H 13.820 15.651 17.881
H 13.568 15.630 19.632
H 13.682 18.057 17.777
H 14.907 17.643 18.970
H 15.021 18.378 21.056
H 13.564 18.698 22.072
H 14.056 17.077 21.456
H 13.433 20.560 20.268
H 14.644 20.035 19.039
H 12.950 20.074 18.675
H 10.674 15.505 21.271
H 11.395 16.871 22.019
H 12.446 15.763 21.453
H 10.668 19.611 20.520
C 16.751 13.343 15.828
C 17.166 14.754 15.648
C 18.362 15.096 16.515
C 19.700 14.440 15.975
C 19.932 14.857 14.527
C 18.692 14.706 13.600
N 17.512 15.192 14.289
O 16.384 15.094 13.461
C 18.962 15.630 12.389
C 18.551 13.193 13.204
C 16.082 15.691 16.132
H 17.625 12.734 15.887
H 16.128 12.937 14.958
H 16.104 13.186 16.719
H 18.529 16.177 16.443
H 18.188 14.782 17.529
H 19.706 13.348 16.100
H 20.569 14.780 16.537
H 20.684 14.233 13.986
H 20.245 15.913 14.566
H 19.976 15.313 12.045
H 18.202 15.554 11.589
H 19.136 16.661 12.680
H 18.643 12.454 14.030
H 17.566 12.958 12.686
H 19.341 12.834 12.567
H 16.449 16.750 16.101
H 15.822 15.446 17.202
H 15.202 15.660 15.456
H 16.085 16.005 13.378
C 17.426 17.549 21.713
C 18.024 16.215 21.568
C 19.476 16.119 22.007
C 19.557 16.237 23.512
C 18.846 15.099 24.231
C 17.300 15.266 23.894
N 17.265 15.116 22.399
O 15.862 15.143 22.071
C 16.523 14.017 24.356
C 16.652 16.538 24.401
C 17.962 15.876 20.019
H 17.768 18.177 22.518
H 16.368 17.479 21.817
H 17.616 18.118 20.847
H 19.869 15.152 21.763
H 20.079 16.852 21.493
H 19.146 17.169 23.921
H 20.659 16.344 23.728
H 19.168 15.152 25.266
H 19.100 14.128 23.780
H 17.072 13.092 24.099
H 16.487 14.058 25.458
H 15.469 14.062 23.900
H 15.624 16.650 24.035
H 16.443 16.329 25.525
H 17.193 17.537 24.328
H 18.552 16.586 19.434
H 16.888 16.094 19.693
H 18.254 14.843 19.766
H 15.853 14.606 21.253
C 17.971 20.119 24.864
C 16.579 20.656 25.007
C 16.525 21.651 26.196
C 15.143 22.356 26.323
C 14.889 23.219 25.077
C 15.048 22.299 23.833
N 16.279 21.504 23.820
O 16.304 20.690 22.655
C 13.705 21.554 23.564
C 15.138 23.162 22.516
C 15.558 19.498 25.125
H 18.175 19.736 23.792
H 18.180 19.238 25.521
H 18.678 20.891 25.118
H 16.664 20.966 27.063
H 17.346 22.424 26.269
H 15.269 22.990 27.238
H 14.346 21.652 26.511
H 15.678 24.028 25.086
H 13.854 23.637 25.044
H 13.727 20.966 22.735
H 13.293 20.940 24.379
H 12.870 22.259 23.434
H 15.938 23.887 22.668
H 15.364 22.693 21.524
H 14.214 23.702 22.400
H 15.554 18.877 24.205
H 14.574 19.756 25.332
H 15.937 18.827 25.940
H 15.471 20.220 22.596
```

relative energy (zero: lowest compared OMol25 entry of this formula, charge and spin): 101.0 kJ/mol
HOMO-LUMO gap: 8.52 eV
calculated total energy: -6152.98278 a.u.
maximum force: 4.41 eV/A

These are the Mulliken partial charges, in e, on atoms 1 to 8:
1 C -0.2376
2 C -1.0868
3 O -0.4353
4 O 0.8034
5 H 0.5252
6 H 0.2524
7 H 0.3017
8 H 0.3955